No. 1
ORCA calculation (wB97M-V/def2-TZVPD) on a gas-phase ion, C5H10N (charge +1) at a distorted geometry.

```
16
Properties=species:S:1:pos:R:3:lowdin_charge:R:1
C -1.2140 0.1617 0.1341 0.101
C -0.0686 -0.3085 -0.3003 -0.354
C 0.8395 0.7252 -0.8033 -0.034
C -2.5782 0.5810 0.1133 -0.057
C 0.5292 -1.7222 0.0443 -0.027
N 2.1294 0.8211 0.1384 0.127
H 0.4945 1.7582 -0.9987 0.103
H -3.0279 1.0978 0.9553 0.095
H -3.2919 -0.3121 0.1503 0.149
H -2.9945 0.9494 -0.8061 0.088
H 0.7516 -1.6760 1.1563 0.103
H 1.4451 -2.0194 -0.5555 0.103
H -0.2164 -2.4826 -0.1006 0.071
H 2.6452 1.5771 -0.3380 0.149
H 2.7599 -0.1301 0.0950 0.220
H 1.7970 0.9795 1.1157 0.163
```

The strongest force on any atom comes out at 3.7 eV/Å. The total energy is -6825.36557 eV. The total charge is +1. The orbital gap (alpha / beta) comes out at 8.04 / 6.99 eV. For the energy above the lowest of the compared OMol25 structures with the same formula, charge and spin, the calculation gives 4.836 eV. The value obtained for the HOMO energy (alpha / beta) is -12.45 / -11.93 eV.


No. 2
ORCA calculation (wB97M-V/def2-TZVPD) on 2 unconnected molecules or ions with the total composition C5H10N at a distorted geometry.

```
16
Properties=species:S:1:pos:R:3:lowdin_charge:R:1
C -3.1080 0.4052 0.3119 0.038
C -2.0570 0.0955 -0.1589 0.010
C 0.1478 -1.6844 0.2234 -0.058
C 0.6267 1.3847 0.4416 0.008
C -0.2177 -0.6948 -0.7713 -0.164
N 0.6076 0.5484 -0.7576 -0.028
H -4.0270 0.8322 0.2883 0.003
H -0.4836 -2.5239 0.0924 0.096
H 1.2246 -1.9937 -0.1095 0.155
H -0.0628 -1.3679 1.1814 0.073
H -0.3694 1.6785 0.6588 0.085
H 1.1005 0.8352 1.1826 0.092
H 1.2347 2.2285 0.2509 0.106
H -0.5286 -0.9119 -1.8116 0.145
H 0.4057 1.1150 -1.7237 0.266
H 1.5429 0.1252 -0.8548 0.175
```

The strongest force on any atom comes out at 6.8 eV/Å. The total energy is -6825.12546 eV. The total charge is +1. The orbital gap comes out at 10.29 eV. For the energy above the lowest of the compared OMol25 structures with the same formula, charge and spin, the calculation gives 5.076 eV. The value obtained for the HOMO energy is -14.24 eV.


No. 3
ORCA calculation (wB97M-V/def2-TZVPD) on a gas-phase ion, C5H10N (charge +1) at a distorted geometry.

```
16
Properties=species:S:1:pos:R:3:lowdin_charge:R:1
C -0.5416 0.3927 -0.0999 -0.101
C 0.4294 -0.7202 -0.1423 -0.008
C 0.8885 0.6651 -0.5122 -0.254
C -0.3941 -0.0197 1.2665 -0.196
C 1.4190 0.6761 -1.9243 -0.063
N -1.4700 -0.7568 1.8013 0.184
H -1.4873 0.4994 -0.7455 0.200
H 0.8397 -1.6434 -0.1651 0.103
H 1.6018 1.2495 0.1858 0.186
H 0.2846 0.4476 1.8434 0.118
H 1.1510 -0.2937 -2.3874 0.090
H 2.5320 0.8488 -1.8672 0.102
H 1.1013 1.6185 -2.5072 0.111
H -1.8727 -1.5609 1.2219 0.179
H -2.2338 -0.0069 1.7490 0.219
H -1.3908 -1.0901 2.6910 0.130
```

The strongest force on any atom comes out at 6.1 eV/Å. The total energy is -6821.27481 eV. The total charge is +1. The spin multiplicity is 3. The orbital gap (alpha / beta) comes out at 5.15 / 8.05 eV. For the energy above the lowest of the compared OMol25 structures with the same formula, charge and spin, the calculation gives 4.957 eV. The value obtained for the HOMO energy (alpha / beta) is -8.74 / -14.67 eV. As for the expectation value of S²: 2.007.


No. 4
ORCA calculation (wB97M-V/def2-TZVPD) on a molecular structure, C5H10N2 at a distorted geometry.

```
17
Properties=species:S:1:pos:R:3:lowdin_charge:R:1
C -1.4698 0.1844 -1.0165 -0.043
C -0.2072 0.2447 -0.1585 -0.632
C -0.2337 1.2575 0.9534 -0.045
N 0.9243 0.3219 -1.0796 -0.014
N 1.7173 1.2491 -0.8730 0.095
H 2.4970 1.1556 -1.5418 0.068
H -1.4010 -0.6460 -1.7169 0.080
H -2.3447 0.0482 -0.3825 0.079
H -1.5847 1.1178 -1.5666 0.082
H 0.1786 2.2327 0.7242 0.058
H -1.1851 1.3399 1.4688 0.068
C -0.0293 -1.0113 0.7371 -0.202
C 0.9747 -1.9128 0.5640 0.027
H 1.1113 -2.7289 1.2569 0.050
H -0.9963 -1.3490 1.1000 0.119
H 0.3249 0.3011 1.7345 0.166
H 1.7235 -1.8049 -0.2037 0.045
```

The strongest force on any atom comes out at 4.5 eV/Å. The total energy is -8323.22722 eV. The orbital gap comes out at 10.10 eV. For the energy above the lowest of the compared OMol25 structures with the same formula, charge and spin, the calculation gives 4.106 eV. The value obtained for the HOMO energy is -9.06 eV.


No. 5
ORCA calculation (wB97M-V/def2-TZVPD) on 2 unconnected molecules or ions with the total composition C5H10N2 at a distorted geometry.

```
17
Properties=species:S:1:pos:R:3:lowdin_charge:R:1
C -1.8977 -0.2504 -0.0123 -0.195
C 0.8924 0.2659 0.1538 -0.195
C -2.7683 -1.4723 0.1883 -0.098
C 0.6746 1.7009 0.0970 -0.138
C 3.1617 -0.7056 -0.2219 -0.097
N -2.1527 0.9468 -0.2012 0.070
N 1.7668 -0.5842 0.0743 -0.039
H -3.5578 -1.3761 -0.4740 0.032
H -3.3033 -1.5885 1.2001 0.103
H -2.1610 -2.3506 0.0610 0.051
H 0.5372 1.9353 -0.9724 0.075
H 1.7854 2.1733 0.3064 0.121
H -0.1480 2.0205 0.8037 0.071
H 3.1723 -1.0488 -1.1837 0.047
H 3.4657 -1.3424 0.6022 0.082
H 3.5649 0.3464 -0.1464 0.092
H -3.0325 1.3297 -0.2748 0.018
```

The strongest force on any atom comes out at 4.5 eV/Å. The total energy is -8321.44257 eV. The orbital gap (alpha / beta) comes out at 6.86 / 8.23 eV. For the energy above the lowest of the compared OMol25 structures with the same formula, charge and spin, the calculation gives 5.891 eV. The value obtained for the HOMO energy (alpha / beta) is -6.21 / -7.12 eV.


No. 6
ORCA calculation (wB97M-V/def2-TZVPD) on C5H10N2 in the gas phase at a distorted geometry.

```
17
Properties=species:S:1:pos:R:3:lowdin_charge:R:1
C -1.9475 -0.2195 0.1955 -0.062
C -1.0816 -0.2164 -0.9625 -0.444
N -0.2045 0.8490 -1.3566 0.079
C 0.3512 -0.4287 -0.8783 -0.259
C 1.0765 -0.5899 0.4152 -0.285
C 2.1453 0.3373 0.8309 -0.148
N 0.9116 0.2699 1.5725 0.028
H -2.7833 0.0859 -0.6304 0.130
H -2.0064 0.5720 0.9244 0.070
H -2.3299 -1.1320 0.6335 0.077
H -1.5861 -0.6852 -1.9845 0.182
H -0.1707 1.5663 -0.6368 0.087
H 0.7880 -1.0082 -1.6830 0.135
H 1.1923 -1.6293 0.6965 0.136
H 3.0190 -0.0012 1.3694 0.098
H 2.3150 1.1844 0.1787 0.107
H 0.3111 1.0458 1.3153 0.069
```

The strongest force on any atom comes out at 5.7 eV/Å. The total energy is -8323.72600 eV. The SMILES is C[C@H]1N[C@H]1[C@H]1CN1. The orbital gap comes out at 10.21 eV. For the energy above the lowest of the compared OMol25 structures with the same formula, charge and spin, the calculation gives 3.607 eV. The value obtained for the HOMO energy is -9.07 eV.


No. 7
ORCA calculation (wB97M-V/def2-TZVPD) on C5H10N2 in the gas phase at a distorted geometry.

```
17
Properties=species:S:1:pos:R:3:lowdin_charge:R:1
C -0.4426 -0.2088 -1.7393 -0.137
C -0.9809 0.8716 -1.1836 -0.208
C 0.6760 -0.9646 -1.0729 -0.220
C 0.8216 -0.5782 0.3928 -0.129
C 0.2114 -1.3794 1.5553 -0.117
N -0.8603 1.1359 0.1867 -0.102
N -0.5903 2.3368 0.7292 0.025
H -0.6131 -0.3508 -2.8131 0.091
H -1.7822 1.4972 -1.8506 0.151
H 0.4346 -1.9662 -1.0304 0.073
H 1.6189 -0.8854 -1.5671 0.096
H 1.7424 0.0490 0.7264 0.121
H -0.1279 -0.6231 2.3594 0.086
H 1.0942 -1.7722 2.0412 0.054
H -0.6043 -2.0130 1.1892 0.078
H -0.8774 2.2166 1.6642 0.071
H 0.2799 2.6342 0.4124 0.065
```

The strongest force on any atom comes out at 3.0 eV/Å. The total energy is -8322.18915 eV. The orbital gap (alpha / beta) comes out at 7.76 / 8.53 eV. For the energy above the lowest of the compared OMol25 structures with the same formula, charge and spin, the calculation gives 5.144 eV. The value obtained for the HOMO energy (alpha / beta) is -7.13 / -7.46 eV.


No. 8
ORCA calculation (wB97M-V/def2-TZVPD) on C5H10N2 in the gas phase at a distorted geometry.

```
17
Properties=species:S:1:pos:R:3:lowdin_charge:R:1
C 1.8230 2.1934 -1.0616 -0.068
N 1.8817 0.9556 -1.2756 -0.018
C 0.7677 0.1153 -1.1867 -0.169
C -0.1824 0.3314 -0.2627 -0.117
C -1.5142 -0.3457 0.0466 -0.181
C -1.4266 -0.8092 1.5554 -0.296
N -0.9285 -2.1682 1.6325 -0.014
H 0.9734 2.9000 -1.0624 0.082
H 2.6850 2.7431 -0.7111 0.062
H 0.7453 -0.7589 -1.8221 0.102
H -0.1168 1.2746 0.2831 0.094
H -1.7812 -1.1974 -0.5867 0.106
H -2.3528 0.3454 -0.0163 0.099
H -2.4643 -0.7522 1.8827 0.090
H -0.8274 -0.0675 2.1113 0.107
H -0.2824 -2.2612 2.4080 0.062
H -0.4709 -2.5500 0.8177 0.059
```

The strongest force on any atom comes out at 2.0 eV/Å. The total energy is -8325.23827 eV. The SMILES is C=N/C=C/CCN. The orbital gap comes out at 9.27 eV. For the energy above the lowest of the compared OMol25 structures with the same formula, charge and spin, the calculation gives 2.095 eV. The value obtained for the HOMO energy is -8.55 eV.


Q: What is the strongest force on any atom in the third record?
A: 6.1 eV/Å